This record from the OMol25 dataset describes a 2-piece molecular cluster, C3H5N2O3S overall in a non-equilibrium geometry. The level of theory is ωB97M-V/def2-TZVPD.

Last column: natural (NBO) charge in e.
Cartesian coordinates (Å):
C1 1.13423 0.60260 -0.16194  0.390
C2 2.11490 -0.52029 0.12105  0.668
C3 -0.67387 0.45684 1.14613  -0.806
N1 1.23496 1.59792 -0.89388  -0.686
N2 -1.30688 -1.28138 -0.94295  -1.058
O1 1.99062 -1.62656 -0.42398  -0.722
O2 2.93886 -0.01442 0.91461  -0.697
O3 -2.59123 0.94954 -0.49012  -0.999
S1 -2.05070 -0.25407 0.25965  1.319
H1 -0.22766 -0.14113 1.96629  0.220
H2 -1.07508 1.43193 1.39991  0.216
H3 0.59757 2.47966 -0.84110  0.384
H4 -0.36926 -1.41873 -1.10668  0.404
H5 -1.71647 -2.26188 -0.94700  0.366

Results
Calculated total energy   -23148.2706 eV
Charge   -1
Kohn-Sham gap   7.631 eV
Highest occupied orbital energy   -4.4 eV
ΔE to the lowest compared entry with this formula, charge and spin   39.8 kcal per mole

=====

This record from the OMol25 dataset describes one molecule with the formula C6H12NP3 in a non-equilibrium geometry. The level of theory is ωB97M-V/def2-TZVPD.

Last column: natural (NBO) charge in e.
Cartesian coordinates (Å):
C1 -2.35502 0.30350 1.57540  -0.601
C2 -1.78736 0.58636 0.18412  -0.426
C3 -0.37970 0.09891 -0.02620  0.298
C4 0.54550 1.07541 -0.34492  -0.718
P1 2.20832 0.53216 -0.59011  0.653
P2 3.25849 2.00045 0.59530  0.044
P3 2.55680 -1.43686 0.16903  -0.001
C5 0.86962 -1.94202 0.15514  0.046
C6 0.59686 -3.41692 0.25306  -0.657
N1 -0.17393 -1.21381 0.03802  -0.595
H1 -1.71520 0.72731 2.49920  0.201
H2 -2.57358 -0.79726 1.73296  0.221
H3 -3.30441 0.85665 1.60406  0.208
H4 -1.94767 1.54366 -0.03832  0.202
H5 -2.52727 -0.00829 -0.51102  0.222
H6 0.38178 2.17130 0.01122  0.254
H7 2.77356 0.61502 -1.81220  -0.041
H8 4.34408 1.12599 0.87016  0.018
H9 3.91605 2.52060 -0.58313  -0.004
H10 0.67312 -3.98971 -0.68023  0.231
H11 -0.37966 -3.46605 0.57951  0.229
H12 1.26325 -3.89136 0.97262  0.219

Results
Calculated total energy   -35770.0444 eV
Charge   0
Structure (SMILES)   CCC1=C[P@@H](P)=PC(C)=N1
Kohn-Sham gap   7.780 eV
Highest occupied orbital energy   -7.6 eV
ΔE to the lowest compared entry with this formula, charge and spin   11.6 kcal per mole

=====

This record from the OMol25 dataset describes C23H17BrCuN3O2S as an isolated structure. The level of theory is ωB97M-V/def2-TZVPD.

Last column: natural (NBO) charge in e.
Cartesian coordinates (Å):
Cu1 -0.70390 -1.49659 0.97100  1.215
S1 -4.90176 -1.94752 -0.18814  0.490
C1 -4.41784 -0.48107 -0.91269  -0.378
C2 -3.11265 -0.16998 -0.65630  -0.308
C3 -2.47937 -1.13976 0.15287  -0.320
C4 -3.32363 -2.16522 0.48513  -0.339
C5 -2.87880 -3.28643 1.28085  0.220
C6 -3.70311 -4.32374 1.71342  -0.229
C7 -3.17101 -5.34130 2.47862  -0.109
C8 -1.81163 -5.32606 2.76921  -0.261
C9 -1.05113 -4.27676 2.30022  0.060
N1 -1.56409 -3.26334 1.59496  -0.557
H1 -5.12695 0.08080 -1.50075  0.254
H2 -2.65057 0.72838 -1.04294  0.219
H3 -4.74889 -4.31066 1.43904  0.239
H4 -3.80414 -6.14027 2.83966  0.240
H5 -1.35134 -6.11731 3.34222  0.243
H6 0.01350 -4.26234 2.47537  0.203
C10 1.71612 -2.09932 3.05621  -0.257
O1 1.23598 -1.35975 1.92672  -0.571
C11 2.11676 -0.44861 1.36137  0.238
C12 3.44438 -0.33050 1.72127  -0.289
C13 4.19671 0.69534 1.15927  -0.071
Br1 6.00407 0.89264 1.67381  0.116
C14 3.65294 1.56800 0.24328  -0.183
C15 2.32525 1.40945 -0.16703  -0.106
C16 1.57253 0.39773 0.40389  0.284
O2 0.24401 0.17600 0.06357  -0.747
C17 1.79555 2.35273 -1.15667  0.328
N2 2.26396 3.55987 -1.28666  -0.412
C18 1.54005 4.14049 -2.30596  0.058
C19 1.64864 5.41412 -2.86271  -0.175
C20 0.80498 5.72810 -3.90688  -0.217
C21 -0.13704 4.80763 -4.38983  -0.189
C22 -0.26295 3.54326 -3.84967  -0.265
C23 0.59506 3.22589 -2.80410  0.168
N3 0.75678 2.09032 -2.03023  -0.579
H7 2.25987 -1.44790 3.73746  0.211
H8 2.35755 -2.92068 2.73484  0.200
H9 0.84411 -2.47965 3.57455  0.208
H10 3.91080 -1.00453 2.42286  0.247
H11 4.22604 2.37831 -0.18046  0.268
H12 -0.21172 1.01293 -0.11024  0.529
H13 2.37779 6.11498 -2.47989  0.232
H14 0.86856 6.70343 -4.37017  0.226
H15 -0.78331 5.09927 -5.20690  0.224
H16 -0.99600 2.84219 -4.22791  0.220
H17 0.41985 1.17744 -2.28554  0.420

Results
Calculated total energy   -158203.2785 eV
Multiplicity   2
Charge   +1
Kohn-Sham gap (alpha / beta)   7.591 / 6.472 eV
Highest occupied orbital energy (alpha / beta)   -10.8 / -10.8 eV
ΔE to the lowest compared entry with this formula, charge and spin   1.9 kcal per mole

=====

This record from the OMol25 dataset describes an isolated ion of composition C3H4NO6 and charge -1 in a non-equilibrium geometry. The level of theory is ωB97M-V/def2-TZVPD.

Last column: natural (NBO) charge in e.
Cartesian coordinates (Å):
O1 -0.19437 1.66634 -1.78174  -0.655
C1 0.14328 1.32150 -0.65246  0.991
O2 -0.46347 1.93450 0.47011  -0.432
N1 -0.19361 1.64112 1.82055  -0.080
O3 -1.26057 0.86205 2.42873  -0.595
O4 1.02605 0.42831 -0.33271  -0.673
C2 0.45587 -1.12243 -0.17862  0.798
O5 -0.06284 -1.25836 0.93486  -0.796
C3 0.10249 -1.53716 -1.58417  -0.244
O6 1.29238 -1.86495 -0.83078  -0.501
H1 0.79125 1.11700 1.90901  0.346
H2 -1.29674 0.04350 1.94257  0.486
H3 -0.49082 -2.43808 -1.79494  0.162
H4 0.15109 -0.79335 -2.35040  0.193

Results
Calculated total energy   -16948.0184 eV
Charge   -1
Structure (SMILES)   O=C(ONO)O[C@@]1([O-])CO1
Kohn-Sham gap   8.896 eV
Highest occupied orbital energy   -4.9 eV
ΔE to the lowest compared entry with this formula, charge and spin   43.8 kcal per mole